Record 1
Below is a molecular structure, C16H34ClINP2Sm at a distorted geometry, with properties calculated with wB97M-V/def2-TZVPD.

Computed properties:
energy relative to the best compared isomer or geometry (same formula, charge and spin) = 0.0 kJ/mol
largest force on an atom = 0.0636 Eh/bohr
⟨S²⟩ = 8.923
Kohn-Sham gap (alpha / beta) = 5.7 / 6.9 eV
LUMO level (alpha / beta) = -7.16 / -6.19 eV
total charge = +2
2S+1 = 6

Positions of all 56 atoms, in Å:
C  -0.9003  2.0062  -0.6288
I  1.7795  1.8802  1.7258
H  -0.7715  1.5328  -1.6016
H  -1.9180  1.8128  -0.2955
H  -0.0737  1.6504  0.0287
Sm  1.3834  -1.3076  0.9664
P  -0.5474  3.7550  -0.6833
C  -0.8806  4.2458  1.0092
C  1.1646  3.8330  -1.2486
H  1.2212  4.7946  -1.7769
H  -1.2590  5.5302  -2.0586
H  1.4350  2.9961  -1.9108
H  -1.5540  3.9351  -2.8768
H  0.0371  4.1729  1.6085
H  1.8902  3.8609  -0.4269
C  -1.6004  4.4935  -1.9275
H  -1.2864  5.2605  1.0286
H  -2.6343  4.4811  -1.5607
H  -1.6107  3.5878  1.5078
P  -0.0438  -3.4424  0.2290
C  -0.3917  -4.5071  1.6610
C  -1.0485  -4.0556  -1.1132
H  2.0906  -3.2350  -0.9683
H  1.5809  -4.9267  -0.6620
H  2.3549  -4.0060  0.6559
C  1.6861  -3.9332  -0.2166
H  -0.9388  -3.3931  -1.9769
H  -0.7530  -5.0648  -1.4124
H  -0.5212  -5.5535  1.3410
H  -1.3370  -4.1488  2.1009
H  -2.1017  -4.0604  -0.8234
H  0.3934  -4.4503  2.4347
Cl  1.5782  -0.5122  -1.4206
C  1.2767  0.4553  5.6146
N  1.8258  -0.4948  4.5891
C  3.1635  -1.0137  5.0062
C  0.8458  -1.6410  4.2432
C  -0.4567  -0.9890  3.8919
C  -1.5254  -1.0392  4.8156
C  -2.5687  -0.1330  4.6984
C  -2.5578  0.7670  3.6357
C  -1.5435  0.7115  2.6608
C  -0.5475  -0.2502  2.7154
H  0.9572  -0.1185  6.4766
H  0.4333  1.0265  5.2201
H  2.0756  1.1424  5.9038
H  1.9454  0.0938  3.7148
H  3.0142  -1.5058  5.9762
H  3.5136  -1.7338  4.2512
H  3.8478  -0.1583  5.0995
H  1.3577  -2.3035  3.4921
H  0.7680  -2.2607  5.1457
H  -1.4877  -1.7490  5.6453
H  -3.3860  -0.1527  5.4150
H  -3.3883  1.4624  3.5104
H  -1.5278  1.5018  1.9064

Record 2
Below is 12 unconnected molecules or ions with the total composition C15H54N14O12 at a distorted geometry, with properties calculated with wB97M-V/def2-TZVPD.

Computed properties:
energy relative to the best compared isomer or geometry (same formula, charge and spin) = 164.2 kJ/mol
structure (SMILES) = NC(N)=O.NC(N)=O.NC(N)=O.NC(N)=O.NC(N)=O.NC(N)=O.NC(N)=O.CCO.CCO.CCO.CO.CO
largest force on an atom = 0.1661 Eh/bohr
Kohn-Sham gap = 7.7 eV
LUMO level = -0.15 eV
total charge = 0
2S+1 = 1

Positions of all 95 atoms, in Å:
N  1.0820  -9.1600  15.5590
C  0.2080  -8.4400  16.2660
N  0.0070  -7.2640  15.7260
O  -0.3210  -8.9240  17.4260
H  1.5020  -9.9190  16.0270
H  1.6540  -8.9520  14.6930
H  -0.5890  -6.6030  16.1530
H  0.5890  -6.9570  14.9640
N  2.0210  -8.8510  21.1770
C  1.3200  -8.7320  20.1060
N  0.0650  -9.1310  20.1420
O  1.9560  -8.1820  19.0310
H  2.9100  -8.2780  21.1110
H  1.4550  -8.9490  22.0500
H  -0.3170  -9.0460  19.1840
H  -0.3420  -9.8450  20.8220
N  -2.2230  -5.4850  21.7350
C  -1.6280  -6.6690  21.7940
N  -1.1900  -6.8850  20.5840
O  -1.5170  -7.4720  22.8890
H  -2.4270  -5.1750  22.6820
H  -2.1950  -4.7810  20.9500
H  -0.7440  -7.8760  20.4530
H  -0.8120  -6.2240  19.9220
N  -3.5410  -7.4250  16.2120
C  -3.9770  -8.6480  15.9240
N  -5.2710  -8.8460  16.0810
O  -3.0690  -9.7070  15.6810
H  -2.5600  -7.5000  15.8900
H  -4.0600  -6.5400  16.0320
H  -5.8010  -9.6890  15.8730
H  -5.8980  -7.9660  16.1320
N  -1.1780  -10.4560  22.2930
C  -1.1770  -11.6760  21.8930
N  -0.0080  -12.0990  21.5980
O  -2.3150  -12.4720  21.7100
H  -2.1350  -10.0440  22.3970
H  -0.3450  -9.9690  22.6560
H  0.0170  -12.9810  21.0290
H  0.9310  -11.7450  21.8280
N  -6.2020  -10.1190  20.6460
C  -6.5200  -9.6990  19.4220
N  -5.6690  -10.1040  18.5350
O  -7.6600  -9.0240  19.1140
H  -6.8590  -9.7590  21.3500
H  -5.3160  -10.3520  21.0070
H  -5.5510  -9.5980  17.6810
H  -4.8130  -10.5920  18.9040
N  -3.3180  -12.5710  16.4740
C  -2.6880  -13.6860  16.2520
N  -2.5390  -14.4030  17.3120
O  -2.3140  -14.1670  15.0180
H  -3.3600  -11.8110  15.8000
H  -3.4530  -12.2720  17.3940
H  -1.7800  -15.1330  17.2640
H  -2.8820  -14.2520  18.2430
C  0.3890  -12.2530  16.7380
C  1.4240  -11.8590  17.7710
O  2.3450  -10.9020  17.2180
H  -0.2210  -13.0040  17.1970
H  0.7980  -12.7400  15.8950
H  -0.1810  -11.4190  16.4110
H  1.9770  -12.7330  18.0390
H  1.1080  -11.3650  18.7110
H  3.1320  -10.8030  17.7910
C  -6.2020  -13.4390  21.7030
C  -7.6390  -13.0820  21.2690
O  -7.7090  -12.2650  20.1870
H  -5.6120  -12.6520  22.1170
H  -5.6470  -13.6250  20.8120
H  -6.0890  -14.2960  22.3560
H  -8.1220  -12.6820  22.1330
H  -8.2350  -13.9820  21.0230
H  -7.2320  -11.4160  20.4010
C  -3.8260  -10.2110  24.1380
C  -4.1090  -8.9980  23.3130
O  -3.6170  -9.2200  21.9650
H  -4.0820  -11.2070  23.7220
H  -4.2680  -9.9820  25.1010
H  -2.7610  -10.2310  24.3150
H  -3.8010  -8.0310  23.7540
H  -5.1440  -8.8600  23.2570
H  -3.8060  -8.3910  21.5270
C  -3.0700  -15.5780  20.5590
O  -3.2300  -14.2800  20.1530
H  -3.7540  -16.2550  19.9540
H  -3.3480  -15.7250  21.6320
H  -2.0250  -15.9250  20.4990
H  -3.0510  -13.7400  20.9350
C  -2.5820  -10.6640  18.9180
O  -3.5470  -11.6250  19.1600
H  -1.6020  -11.0600  18.9110
H  -2.6890  -9.9700  19.7690
H  -2.6870  -10.2140  17.9810
H  -3.2020  -12.2120  19.8850

> Look up the largest force on an atom of the second one.

0.1661 Eh/bohr

> Which of these has the lowest largest force on an atom?

C16H34ClINP2Sm

> The highest 2S+1 belongs to which entry?

C16H34ClINP2Sm

> Which of these has the lowest total charge?

C15H54N14O12